# 1
DFT (ωB97M-V/def2-TZVPD) results for a 2-piece molecular cluster, C4H11NO3 overall at a distorted geometry.

Properties
E_tot ... -439.46272 hartree
Kohn-Sham gap ... 10.758 eV
Lowest unoccupied orbital energy ... 0.626 eV
HOMO energy ... -10.13 eV
Relative energy (zero: lowest compared OMol25 entry of this formula, charge and spin) ... 39.66 kcal/mol
SMILES ... CCC(=O)NCO.O

```
19
Properties=species:S:1:pos:R:3:forces:R:3:nbo_charge:R:1
O 0.574 -0.781 1.107 0.6354 -0.3043 -0.2010 -0.62
C -0.032 -0.312 0.172 -2.8029 1.0260 -0.1132 0.69
N -1.157 0.458 0.414 -0.8847 1.0815 0.1124 -0.65
C -2.248 0.908 -0.454 0.2191 -1.8454 -1.3834 0.09
O -3.415 0.212 -0.062 -0.8910 0.4881 0.3110 -0.73
C 0.304 -0.415 -1.288 1.2976 0.3364 -1.2598 -0.53
C 1.797 0.063 -1.343 0.2574 -2.5080 -0.1599 -0.61
H -1.506 0.555 1.365 0.8009 -0.3330 0.0834 0.40
H -2.534 1.982 -0.356 0.6570 -0.8275 -0.0697 0.19
H -2.030 0.586 -1.528 -0.0438 1.0758 1.3574 0.17
H -3.334 -0.747 -0.110 0.4205 0.1488 -0.1710 0.47
H 0.029 -1.385 -1.776 1.1503 0.0392 1.0931 0.24
H -0.215 0.188 -2.043 -0.3576 0.6619 1.0454 0.22
H 2.356 -0.551 -0.606 -0.2521 0.8312 -0.0583 0.23
H 2.204 -0.320 -2.268 0.2356 0.4660 -0.5775 0.21
H 1.993 1.133 -1.232 -0.4227 -0.2703 0.0846 0.22
H 2.284 -1.017 3.879 0.6795 -0.2530 0.3420 0.46
H 2.094 -0.113 2.802 0.5458 0.2737 -0.5511 0.48
O 2.839 -0.444 3.330 -1.2441 -0.0871 0.1157 -0.93
```
Forces are in eV/Å.

# 2
DFT (ωB97M-V/def2-TZVPD) results for a 2-piece molecular cluster, C13H5BCl2F3N2O3S overall at a distorted geometry.

Properties
E_tot ... -2476.80884 hartree
Total charge ... -1
Kohn-Sham gap ... 3.212 eV
Lowest unoccupied orbital energy ... -1.164 eV
HOMO energy ... -4.38 eV
Relative energy (zero: lowest compared OMol25 entry of this formula, charge and spin) ... 0.00 kcal/mol

```
30
Properties=species:S:1:pos:R:3:forces:R:3:nbo_charge:R:1
N 1.244 -2.793 3.841 -2.2226 1.3616 -1.5821 -0.23
C 0.401 -2.252 3.226 2.4202 -1.5044 1.6987 0.26
C -0.608 -1.584 2.480 -0.3018 -0.3053 -1.0892 -0.14
C -1.152 -2.137 1.352 0.2472 0.2570 1.4658 -0.09
C -0.860 -3.479 0.984 0.6255 -3.0931 -0.9805 0.26
N -0.663 -4.604 0.714 -0.4950 2.8044 0.7602 -0.23
C -2.312 -1.505 0.679 -1.4726 -1.1299 -1.8773 0.49
O -2.942 -2.111 -0.198 1.4054 1.4343 1.9427 -0.43
C -2.720 -0.165 1.178 0.4694 0.7663 0.6732 -0.11
Cl -4.004 0.593 0.355 0.0786 -0.1446 -0.0285 0.11
C -2.081 0.447 2.216 -0.5113 -0.4606 -0.8874 -0.12
Cl -2.476 2.024 2.718 -0.0002 -0.0489 0.0991 0.10
C -0.984 -0.226 2.959 0.9307 0.8500 1.0842 0.49
O -0.391 0.301 3.897 -1.0701 -0.8743 -1.4596 -0.45
C -0.294 -3.430 -4.760 0.3893 0.7108 0.2825 -0.25
O 0.348 -2.179 -4.472 -1.2861 -1.3979 -1.9595 -0.48
C 0.867 -1.980 -3.274 1.1456 0.2839 3.0366 0.22
C 1.545 -0.787 -3.055 -0.5148 -1.0587 0.1471 -0.47
B 1.728 0.462 -4.168 0.1044 -1.4618 1.7508 1.17
F 1.907 -0.043 -5.447 0.0988 0.3026 -0.3131 -0.55
F 0.579 1.243 -4.057 -0.0932 0.6286 -0.3843 -0.56
F 2.877 1.081 -3.659 0.4471 1.0874 -0.4975 -0.56
S 2.074 -0.757 -1.400 -0.4731 0.2267 -0.5681 0.42
C 1.331 -2.251 -0.984 0.2154 -0.3241 -0.3453 -0.49
C 0.787 -2.851 -2.093 -0.3961 0.6292 -1.1279 -0.34
H -0.620 -3.372 -5.799 0.0568 0.0515 0.1271 0.19
H 0.401 -4.269 -4.650 -0.0061 0.0461 0.0642 0.17
H -1.166 -3.587 -4.115 0.0597 0.0053 0.0282 0.17
H 1.458 -2.699 -0.003 0.1080 0.0977 -0.2398 0.21
H 0.340 -3.844 -2.111 0.0410 0.2602 0.1795 0.21
```
Forces are in eV/Å.

# 3
DFT (ωB97M-V/def2-TZVPD) results for C6H13DyO5 as an isolated structure at a distorted geometry.

Properties
E_tot ... -1497.27551 hartree
Total charge ... +1
Kohn-Sham gap (alpha / beta) ... 9.652 / 5.606 eV
Lowest unoccupied orbital energy (alpha / beta) ... -3.808 / -4.932 eV
HOMO energy (alpha / beta) ... -13.46 / -10.54 eV
Spin multiplicity ... 7

```
25
Properties=species:S:1:pos:R:3:forces:R:3:mulliken_spin:R:1
O 1.819 0.937 0.721 -0.4184 -0.2627 0.6177 0.10
C 1.380 0.360 -0.439 -0.6522 2.1663 -3.4855 -0.19
C 0.587 -0.923 -0.296 -1.0609 0.2988 -0.3374 -0.04
O 1.098 -1.627 0.843 0.7047 0.5956 0.6168 0.06
C 0.251 -2.577 1.490 -0.6743 -0.4334 0.2882 -0.03
C 0.782 -2.723 2.916 -0.2616 -1.8803 -0.2664 0.02
O 0.986 -1.485 3.516 -0.2178 -0.3797 -0.0338 0.06
Dy 1.640 0.026 2.440 0.9117 1.2452 1.2722 6.76
H 2.261 0.166 -1.078 -0.4816 0.2713 -0.0310 0.01
H 0.649 -1.551 -1.198 0.0747 0.2759 0.2626 -0.01
H -0.483 -0.710 -0.112 0.2318 -0.1276 0.0415 -0.01
H 0.254 -3.532 0.942 0.0473 0.2693 0.2032 0.00
H -0.780 -2.182 1.504 0.2510 -0.0712 -0.0416 0.01
H 1.722 -3.311 2.874 -0.3170 0.3118 0.1466 0.00
H 0.051 -3.341 3.474 0.3113 0.3001 -0.1097 0.00
H 0.601 1.400 -1.044 1.3819 -2.4094 0.6270 0.09
O -0.826 3.474 -0.657 0.3265 -0.5311 0.3227 -0.09
C -2.254 1.674 -2.369 -0.4510 -0.2094 0.1770 0.00
O -1.174 2.511 -2.737 0.8981 -0.4293 0.4998 -0.11
C -0.281 2.810 -1.738 -0.7277 1.0622 -0.7428 -0.60
H -2.798 1.426 -3.287 0.1469 0.1053 0.2726 0.00
H -1.883 0.742 -1.910 -0.0503 0.1768 -0.1414 0.00
H -2.938 2.170 -1.662 0.1786 -0.0632 -0.2497 -0.01
H 0.519 3.419 -2.170 0.0143 -0.4096 0.1441 -0.03
H -1.183 2.845 -0.021 -0.1660 0.1281 -0.0526 0.01
```
Forces are in eV/Å.